Computed, not measured: C23H23N7O2S in the gas phase at a distorted geometry, with the ωB97M-V functional and the def2-TZVPD basis.

```
56
Properties=species:S:1:pos:R:3:forces:R:3
O 1.98008 -4.78732 -4.34021 0.2 -0.1 0.0
C 1.52977 -4.39325 -3.29400 0.1 0.1 0.2
C 2.28684 -4.52223 -1.97832 0.3 -0.7 -0.3
N 2.29770 -3.29006 -1.24914 0.3 0.8 0.3
N 2.48140 -3.21940 0.04430 0.2 -1.1 0.2
N 2.32714 -1.99303 0.38513 0.0 0.7 0.4
C 2.03425 -1.30816 -0.74079 0.1 -1.0 -0.4
C 1.71564 0.10028 -0.79340 -0.2 0.6 -0.1
C 1.69680 0.85622 0.37747 0.0 -0.1 -0.2
C 1.36777 2.19451 0.32467 0.0 0.1 -0.1
C 1.04482 2.79967 -0.88649 0.0 -0.1 -0.1
C 0.70004 4.26313 -0.91870 0.0 0.1 0.1
N -0.21498 4.60825 0.15527 0.0 0.1 -0.1
C -0.36885 6.04259 0.31635 -0.2 0.1 0.3
C -1.26816 6.31025 1.52352 0.3 0.2 -0.1
O -2.53097 5.70739 1.36925 -0.1 0.1 0.0
C -2.39316 4.31830 1.18458 0.0 -0.3 -0.2
C -1.52196 4.00142 -0.02989 -0.2 0.0 0.3
C 1.05684 2.03818 -2.04832 0.0 0.1 0.1
C 1.39223 0.69905 -2.00815 0.1 -0.2 0.2
N 2.02279 -2.12583 -1.79176 0.1 0.6 -0.1
N 0.29355 -3.80677 -3.24468 -0.4 -0.1 -0.7
C -0.38842 -3.31575 -2.15914 -1.0 0.8 0.1
N -0.30634 -3.75425 -0.95803 0.3 -0.7 -0.2
C -1.07828 -3.03903 -0.08610 -0.4 0.8 -0.5
C -1.08186 -3.39843 1.32615 0.0 -0.2 0.5
C -0.08550 -4.23632 1.82457 -0.1 0.1 -0.1
C -0.06951 -4.58364 3.16142 0.0 0.0 0.1
C -1.04791 -4.10684 4.01770 0.0 0.0 0.1
C -2.04431 -3.27706 3.52921 -0.1 0.1 0.1
C -2.06415 -2.92289 2.19410 0.1 -0.1 -0.1
C -1.77823 -2.02274 -0.67394 0.1 -0.2 0.0
S -1.47081 -1.94084 -2.36382 0.5 -0.6 0.3
H 1.81190 -5.27981 -1.34796 0.0 0.1 -0.1
H 3.30959 -4.83556 -2.21344 -0.2 0.1 0.0
H 1.94285 0.37528 1.31153 0.0 0.0 0.1
H 1.34605 2.79049 1.22392 0.0 0.0 0.1
H 1.61724 4.84326 -0.76687 -0.1 0.0 -0.1
H 0.29185 4.53273 -1.90983 0.1 0.0 0.1
H 0.61309 6.48933 0.48797 0.0 0.0 0.0
H -0.81830 6.50678 -0.58034 0.0 0.0 0.0
H -1.45054 7.37984 1.64031 0.1 -0.1 0.0
H -0.77727 5.92021 2.42798 0.0 0.1 -0.1
H -3.40248 3.92536 1.05092 0.1 0.0 0.0
H -1.93822 3.86594 2.07877 -0.1 0.0 -0.1
H -1.39947 2.92054 -0.12452 -0.1 0.0 0.0
H -2.01640 4.38471 -0.94145 0.0 0.0 0.0
H 0.80297 2.49801 -2.99292 0.0 0.1 -0.1
H 1.40526 0.10386 -2.90848 0.0 0.0 -0.1
H -0.10904 -3.61170 -4.15414 0.2 -0.1 0.1
H 0.68288 -4.59403 1.15823 0.0 0.0 0.0
H 0.71136 -5.22796 3.53675 0.1 -0.1 0.0
H -1.03620 -4.38020 5.06243 0.0 0.0 0.1
H -2.81153 -2.90538 4.19271 -0.1 0.0 0.0
H -2.85163 -2.28507 1.82208 -0.1 0.1 0.0
H -2.43828 -1.31203 -0.22246 -0.2 0.1 0.2
```
Positions in Å, forces in eV/Å.

Values from the calculation:
Energy in eV: -49584.7311
Frontier orbital gap in hartree: 0.317
SMILES: O=C(Cn1nnc(-c2ccc(CN3CCOCC3)cc2)n1)Nc1nc(-c2ccccc2)cs1
Highest occupied orbital energy in eV: -8.311

Computed, not measured: 2 unconnected molecules or ions with the total composition C5H11N at a distorted geometry, with the ωB97M-V functional and the def2-TZVPD basis.

```
17
Properties=species:S:1:pos:R:3:forces:R:3
C 0.48987 -2.08681 -0.02992 0.0 0.6 0.5
C -0.71917 -1.52779 -0.04602 0.1 -0.1 -0.7
C -1.31236 -0.95166 -1.30081 0.0 -0.8 -0.4
H 1.03766 -2.25699 0.88858 -0.3 -0.5 0.1
H 1.07903 -2.20957 -0.93026 -0.1 0.1 -0.1
H -1.36039 -1.43352 0.82276 0.4 0.0 0.3
H -2.35328 -1.26632 -1.44154 0.1 0.3 0.1
H -0.75757 -1.33519 -2.16009 0.0 0.1 0.0
H -1.24656 0.13666 -1.31163 -0.1 0.0 0.2
C 1.59219 1.55154 0.02919 -0.4 -0.9 -0.1
C 0.45362 2.09841 0.47243 1.7 -0.3 1.5
N -0.55812 1.34544 1.13308 0.1 0.5 -0.4
H 1.63817 0.46733 -0.06538 -0.1 0.0 0.2
H 2.55615 2.00933 -0.13131 -0.4 0.7 -0.5
H 0.44670 3.16192 0.67810 -0.4 0.1 -0.3
H -0.17815 0.44839 1.41752 -0.2 0.1 -0.2
H -0.80778 1.84885 1.97529 -0.3 -0.1 -0.1
```
Positions in Å, forces in eV/Å.

Values from the calculation:
Energy in eV: -6851.6016
Frontier orbital gap in hartree: 0.353
SMILES: C=CC.C=CN
Highest occupied orbital energy in eV: -8.471

Computed, not measured: 2 unconnected molecules or ions with the total composition C2H6N2O at a distorted geometry, with the ωB97M-V functional and the def2-TZVPD basis.

```
11
Properties=species:S:1:pos:R:3:forces:R:3
H -2.18310 -1.02902 -2.36456 2.3 -0.3 0.7
N -1.17616 -1.19456 -2.04279 -0.3 -3.6 2.9
C -0.93029 -2.27313 -1.23689 -3.1 2.1 -1.7
N -1.07412 -2.38012 0.15000 1.4 0.3 -0.7
H -0.78918 -3.31441 -1.59425 0.3 0.4 -0.5
H -0.71966 -1.57566 0.67479 -0.8 -0.3 0.0
H -0.94845 -3.32143 0.59214 0.3 1.4 -0.8
C 2.03964 3.72615 1.44031 -3.0 4.5 0.1
O 1.61875 4.91144 1.58299 1.8 -3.7 -0.9
H 2.15021 3.19183 2.36654 0.7 -0.9 0.2
H 2.01236 3.25894 0.43172 0.5 0.1 0.5
```
Positions in Å, forces in eV/Å.

Values from the calculation:
Energy in eV: -7195.4164
Frontier orbital gap in hartree: 0.315
SMILES: [H]/N=C\N.C=O
Highest occupied orbital energy in eV: -8.101